(1)
{
  "formula": "C5H10ClO3P",
  "method": "ωB97M-V/def2-TZVPD",
  "e_homo_ha": -0.32403,
  "fmax_ha_per_bohr": 0.086,
  "gap_ev": 9.14,
  "smiles": "CC(C)=C=O.COP=O.Cl",
  "species": ["Cl", "P", "O", "O", "O", "C", "C", "C", "C", "C", "H", "H", "H", "H", "H", "H", "H", "H", "H", "H"],
  "coordinates": [[3.10, 2.54, 0.09], [3.80, -0.33, 0.92], [4.65, -0.40, -0.53], [0.16, 1.09, -0.98], [2.41, -0.76, 0.77], [4.05, -0.49, -1.77], [-2.78, 1.68, 1.04], [-1.77, 0.64, 0.45], [-2.08, -0.66, 1.08], [-0.78, 0.92, -0.28], [-2.22, -0.55, 2.16], [-3.79, 1.44, 0.65], [-2.70, 1.59, 2.07], [-1.45, -1.56, 0.89], [2.02, 2.39, -0.70], [3.04, -0.78, -1.62], [-3.11, -0.98, 0.79], [4.61, -1.17, -2.50], [-2.35, 2.67, 0.71], [4.27, 0.52, -2.32]],
  "nbo_charge": [-0.298, 1.549, -0.821, -0.506, -1.053, -0.265, -0.566, -0.333, -0.594, 0.712, 0.210, 0.218, 0.209, 0.233, 0.316, 0.200, 0.209, 0.186, 0.216, 0.181]
}

(2)
{
  "formula": "C26H17BrF6N3O7ReS2",
  "method": "ωB97M-V/def2-TZVPD",
  "e_homo_ha": [-0.42113, -0.41760],
  "spin_multiplicity": 2,
  "fmax_ha_per_bohr": 0.028,
  "gap_ev": [6.41, 6.66],
  "total_charge": 1,
  "species": ["Re", "Br", "S", "S", "F", "F", "F", "F", "F", "F", "O", "O", "O", "O", "O", "O", "O", "N", "N", "N", "C", "C", "C", "C", "C", "C", "C", "C", "C", "C", "C", "C", "C", "C", "C", "C", "C", "C", "C", "C", "C", "C", "C", "C", "C", "C", "H", "H", "H", "H", "H", "H", "H", "H", "H", "H", "H", "H", "H", "H", "H", "H", "H"],
  "coordinates": [[-0.10, -0.07, 0.06], [2.79, -5.48, 3.86], [-4.36, 1.25, 0.15], [-2.20, 2.19, 1.73], [-2.95, 2.41, -1.72], [-4.69, 3.55, -1.10], [-0.73, 4.24, 2.24], [-2.84, 4.69, 2.12], [-1.72, 4.32, 0.30], [-4.94, 1.77, -2.32], [-5.74, 1.08, 0.40], [1.02, -1.62, -0.39], [-1.95, 1.83, 3.09], [-1.18, -0.59, -1.62], [-3.56, 0.11, -0.20], [-1.17, -1.35, 1.04], [-1.20, 1.65, 0.76], [1.35, 0.33, 1.44], [-3.69, 2.15, 1.28], [0.90, 1.60, -0.76], [1.43, -2.41, 0.59], [1.58, 2.33, 0.20], [2.22, -2.90, 2.86], [0.62, 2.19, -1.92], [-4.24, 2.33, -1.34], [2.89, 3.69, 2.21], [1.58, -3.78, 0.29], [1.99, 3.64, -0.02], [-2.13, -2.21, 0.63], [-3.55, -3.29, -1.01], [2.67, 4.32, 1.02], [-3.70, -3.90, 1.29], [-1.87, 3.99, 1.59], [2.45, 2.36, 2.43], [1.81, 1.69, 1.43], [1.92, -0.60, 2.16], [-2.72, -2.99, 1.61], [-4.12, -4.06, -0.04], [-2.06, -1.49, -1.77], [-2.54, -2.35, -0.72], [0.98, 3.51, -2.20], [1.66, 4.23, -1.26], [-2.62, -1.61, -3.15], [1.97, -4.67, 1.25], [2.28, -4.22, 2.55], [1.79, -1.97, 1.89], [-4.89, -4.78, -0.29], [3.39, 4.21, 3.02], [0.08, 1.59, -2.64], [2.50, -2.56, 3.85], [-3.65, -1.26, -3.16], [0.70, 3.94, -3.15], [2.61, 1.90, 3.39], [2.63, -0.31, 2.93], [2.98, 5.35, 0.88], [-4.16, -4.49, 2.08], [2.05, -5.72, 1.02], [-2.03, -0.99, -3.83], [-3.90, -3.40, -2.03], [1.35, -4.10, -0.72], [-2.60, -2.65, -3.50], [1.94, 5.26, -1.44], [-2.39, -2.85, 2.63]],
  "lowdin_spin": [0.867, -0.002, 0.000, 0.003, 0.000, 0.000, 0.000, 0.000, 0.000, 0.000, 0.000, 0.013, 0.002, 0.010, 0.001, 0.006, 0.029, -0.006, 0.001, 0.000, 0.009, 0.003, 0.008, 0.007, 0.000, -0.001, -0.004, 0.000, 0.004, 0.006, -0.002, 0.005, 0.000, -0.003, 0.001, 0.018, -0.002, -0.003, 0.018, -0.002, 0.000, 0.007, 0.002, 0.008, -0.004, -0.003, 0.000, 0.000, 0.000, 0.000, 0.001, 0.000, 0.000, 0.000, 0.000, 0.000, 0.000, 0.000, 0.000, 0.000, 0.001, 0.000, 0.000]
}

(3)
{
  "formula": "C5H10N",
  "method": "ωB97M-V/def2-TZVPD",
  "e_homo_ha": -0.51262,
  "fmax_ha_per_bohr": 0.108,
  "gap_ev": 10.54,
  "total_charge": 1,
  "species": ["N", "C", "C", "C", "C", "C", "H", "H", "H", "H", "H", "H", "H", "H", "H", "H"],
  "coordinates": [[-1.64, 0.36, -0.17], [-0.52, 1.19, 0.25], [0.94, -0.22, -0.12], [0.13, -1.28, -0.03], [2.32, 0.17, -0.06], [-1.37, -1.09, 0.04], [-1.94, -1.69, -0.59], [-2.38, 0.75, 0.41], [2.98, -0.62, 0.08], [2.71, 0.82, -0.95], [-1.47, -1.42, 1.07], [2.56, 0.90, 0.77], [-0.26, 2.10, -0.30], [-0.43, 1.26, 1.32], [0.46, -2.41, 0.02], [-1.52, 0.35, -1.11]],
  "nbo_charge": [-0.520, -0.295, 0.134, -0.280, -0.713, -0.261, 0.243, 0.474, 0.255, 0.261, 0.247, 0.258, 0.254, 0.224, 0.271, 0.449]
}

ΔE to the lowest compared entry with this formula, charge and spin list, top to bottom, in eV: 0.004, 0.794, 3.146
M list, top to bottom, in g/mol: 184.56, 927.67, 84.14